Entry 1:
C5H12O in the gas phase, computed with ωB97M-V/def2-TZVPD.

The geometry in ORCA input format:
```
! wB97M-V def2-TZVPD RIJCOSX def2/J DEFGRID3
* xyz 0 1
C -0.826 -0.084 -1.273
C 0.159 0.074 -0.070
C 0.863 1.436 -0.211
C 1.165 -1.079 -0.122
C -0.663 0.051 1.218
O -1.370 -1.173 1.258
H -1.456 0.806 -1.441
H -1.497 -0.927 -1.098
H -0.295 -0.265 -2.220
H 0.443 1.773 -1.147
H 0.622 2.181 0.560
H 1.954 1.406 -0.314
H 1.809 -0.962 -1.002
H 1.815 -1.132 0.762
H 0.627 -2.025 -0.210
H -0.019 0.165 2.109
H -1.351 0.915 1.201
H -1.980 -1.160 2.002
*
```

E_tot = -272.93156 hartree
Molecular weight = 88.15 g mol⁻¹
HOMO level = -10.274 eV
Energy above the lowest of the compared OMol25 structures with the same formula, charge and spin = 10.7 kcal/mol
SMILES string = CC(C)(C)CO


Entry 2:
2 unconnected molecules or ions with the total composition Cl3OPS, computed with ωB97M-V/def2-TZVPD.

The geometry in ORCA input format:
```
! wB97M-V def2-TZVPD RIJCOSX def2/J DEFGRID3
* xyz 0 1
O 1.321 1.233 -1.287
P 1.605 0.242 -0.239
S -2.550 0.085 -0.392
Cl 1.404 -1.575 -0.831
Cl -1.059 -0.071 0.812
Cl -2.971 2.205 -0.263
*
```

E_tot = -2195.36269 hartree
Molecular weight = 185.40 g mol⁻¹
HOMO level = -9.703 eV
Energy above the lowest of the compared OMol25 structures with the same formula, charge and spin = 44.3 kcal/mol
SMILES string = ClSCl.O=PCl


Which value of HOMO level does entry 2 give?
-9.703 eV